{
  "formula": "C2H7N4",
  "method": "ωB97M-V/def2-TZVPD",
  "elements": ["C", "C", "N", "N", "N", "N", "H", "H", "H", "H", "H", "H", "H"],
  "xyz": [[0.323979, 0.357139, 0.804136], [1.185529, 0.379767, -0.378335], [-1.898910, -3.155551, -0.412680], [-1.406655, -4.088178, -0.096761], [0.494221, 1.270700, 1.871452], [-0.854714, -0.298683, 0.861507], [1.438621, -0.622518, -0.673567], [2.115639, 0.829214, -0.371810], [0.529415, 0.627525, -1.322429], [-1.248354, -0.357475, 1.631129], [1.468157, 1.667767, 1.942236], [-0.115123, 1.435055, 2.673172], [-1.261865, -1.011263, 0.280368]],
  "forces_ev_per_a": [[-2.6060, 2.5126, 3.1519], [-2.7146, -1.5895, -2.4693], [0.8658, -1.4385, 0.5722], [-0.8395, 1.4203, -0.5533], [2.5097, -1.5508, -2.7010], [5.6846, 0.5900, -8.2860], [-0.0037, -0.9730, 0.2527], [1.4356, 1.7371, 0.4492], [1.2019, 0.2564, 1.9064], [-4.5973, -0.0106, 9.4664], [-1.7510, -0.4505, -0.0303], [0.0480, -0.5209, -0.5591], [0.7665, 0.0173, -1.1999]],
  "nbo_charge": [0.598, -0.726, -0.057, 0.065, -0.742, -0.678, 0.280, 0.272, 0.302, 0.377, 0.433, 0.440, 0.436],
  "mol_weight_da": 87.1,
  "homo_lumo_gap_ev": 11.61,
  "e_above_lowest_kcal_mol": 16.7,
  "spin_multiplicity": 1,
  "e_homo_ha": -0.58551,
  "e_tot_ha": -299.19545,
  "charge": 1
}